Record 1
{"formula": "C5H9N", "method": "ωB97M-V/def2-TZVPD", "species": ["C", "N", "C", "C", "C", "C", "H", "H", "H", "H", "H", "H", "H", "H", "H"], "xyz": [[3.03052, -0.43399, 0.33304], [1.78136, -0.38183, 0.91351], [0.76614, -0.19404, -0.13996], [-0.62992, -0.33395, 0.10592], [-1.55859, 0.31625, -0.79214], [-2.79006, 0.82273, -0.14986], [3.74826, -1.04888, 0.99874], [3.06699, -0.43189, -0.76761], [1.05148, 0.40155, -1.11559], [-0.88462, -0.78652, 1.06701], [-1.00175, 1.05410, -1.23652], [-1.68224, -0.36475, -1.65190], [-3.29143, -0.03832, 0.34345], [-3.62596, 1.30262, -0.85786], [-2.75886, 1.52289, 0.68379]], "atomic_forces_ev_per_a": [[-4.2, -2.5, 3.2], [3.1, -0.6, -4.5], [-2.8, 1.8, 1.0], [6.0, 0.0, 1.2], [-0.6, -1.4, -1.1], [-4.1, 0.0, -0.3], [-0.5, 1.9, -1.2], [0.6, 0.3, 0.5], [-0.2, -1.4, 1.9], [-0.2, 0.1, -0.3], [1.1, 2.3, -1.1], [-1.0, 0.0, 0.3], [0.0, 0.3, -0.5], [2.0, -1.2, 1.2], [1.0, 0.3, -0.2]], "smiles": "C=N/C=C/CC", "charge": 0, "homo_lumo_gap_ev": 8.73, "multiplicity": 1}


Record 2
{"formula": "C5H9N", "method": "ωB97M-V/def2-TZVPD", "species": ["C", "C", "C", "N", "C", "C", "H", "H", "H", "H", "H", "H", "H", "H", "H"], "xyz": [[0.65570, -1.50327, 0.70952], [-0.41662, -0.82397, 1.52497], [-0.47151, -0.77593, 0.03723], [-0.28081, 0.46354, -0.58097], [0.05734, 1.75012, -0.25152], [0.08524, 0.94163, -1.80614], [1.63252, -1.02811, 0.68830], [0.66204, -2.58586, 0.65309], [-1.16178, -1.42520, 2.03236], [-0.14011, 0.09317, 2.03992], [-1.23268, -1.35867, -0.47198], [-0.71791, 2.31094, 0.32093], [1.06455, 2.11944, -0.07899], [0.88740, 0.38719, -2.35321], [-0.62335, 1.43498, -2.46351]], "atomic_forces_ev_per_a": [[0.2, -0.2, 0.0], [-0.1, 0.0, 0.2], [-0.1, -0.3, 0.0], [-0.4, -0.1, 0.1], [0.2, 0.1, -0.4], [-0.1, 0.4, 0.1], [-0.2, -0.1, 0.0], [0.0, 0.1, 0.1], [0.2, 0.0, 0.0], [-0.1, -0.2, -0.1], [0.1, -0.1, 0.2], [0.3, 0.2, -1.0], [0.3, -0.6, 0.3], [0.1, 1.0, 0.5], [-0.4, -0.3, 0.1]], "smiles": "C1CC1N1CC1", "charge": 0, "homo_lumo_gap_ev": 9.30, "multiplicity": 1}


Record 3
{"formula": "C5H9N", "method": "ωB97M-V/def2-TZVPD", "species": ["H", "N", "C", "C", "C", "C", "C", "H", "H", "H", "H", "H", "H", "H", "H"], "xyz": [[-1.90205, -0.61165, 1.97885], [-2.20045, -0.09331, 1.20231], [-1.23775, 0.22308, 0.48241], [-0.94445, 0.73149, -0.89467], [0.12339, 0.11566, -0.00752], [1.35447, 0.88313, 0.47866], [0.45404, -1.39829, -0.42585], [-1.22024, 0.13613, -1.78778], [-0.94681, 1.83956, -0.83561], [1.90318, 1.21913, -0.44316], [1.98117, 0.34522, 1.12518], [1.16700, 1.83902, 0.83422], [-0.21052, -1.57287, -1.20695], [0.26298, -2.13215, 0.42128], [1.41603, -1.52413, -0.92137]], "atomic_forces_ev_per_a": [[0.6, -0.8, 1.8], [-1.0, 0.6, -0.9], [0.1, -0.2, -1.7], [-0.3, 0.9, 0.7], [2.0, -2.1, 0.6], [-0.5, 0.1, -3.3], [0.0, 1.1, 1.9], [-0.1, 0.9, 0.6], [0.0, -0.7, -0.9], [0.0, -1.0, 0.6], [0.8, -0.8, 0.8], [-0.9, 1.7, 1.5], [-1.5, -0.9, -1.2], [0.5, 0.9, -1.1], [0.4, 0.2, 0.6]], "smiles": "[H]/N=C1/CC1(C)C", "charge": 0, "homo_lumo_gap_ev": 9.94, "multiplicity": 1}


Record 4
{"formula": "C5H9N", "method": "ωB97M-V/def2-TZVPD", "species": ["C", "C", "C", "N", "C", "C", "H", "H", "H", "H", "H", "H", "H", "H", "H"], "xyz": [[-1.03493, 1.22409, 0.46683], [-1.58641, -0.06451, -0.17637], [-0.49423, -1.05544, 0.08921], [0.68160, -0.75509, -0.34633], [2.06608, -0.71404, 0.08701], [1.40190, 0.33294, -0.74232], [-1.49366, 2.11569, 0.03708], [-1.23562, 1.20578, 1.55454], [-2.52909, -0.43665, 0.23969], [-1.74292, 0.09521, -1.24836], [-0.58469, -1.84522, 0.82570], [2.19551, -0.52255, 1.15880], [2.71055, -1.48124, -0.32806], [1.59128, 0.61518, -1.76443], [0.05464, 1.28584, 0.14701]], "atomic_forces_ev_per_a": [[-0.5, 0.1, 0.0], [0.0, 0.0, -0.1], [0.0, -0.2, -0.1], [0.1, 0.6, 0.4], [0.2, -0.3, 0.1], [0.4, -0.3, -0.3], [-0.2, 0.0, 0.1], [0.4, 0.1, -0.5], [0.2, 0.3, 0.0], [0.0, -0.1, 0.1], [0.1, 0.0, -0.1], [0.2, 0.0, -0.2], [-0.1, -0.2, 0.0], [0.0, -0.1, -0.1], [-0.9, 0.3, 0.9]], "charge": 0, "homo_lumo_gap_ev": [7.75, 7.75], "multiplicity": 1}


Record 5
{"formula": "C5H9N", "method": "ωB97M-V/def2-TZVPD", "species": ["C", "C", "C", "C", "C", "N", "H", "H", "H", "H", "H", "H", "H", "H", "H"], "xyz": [[-0.43493, 0.38582, 2.77960], [0.16139, 0.51468, 1.58178], [-0.02325, -0.37216, 0.46219], [0.07397, -0.11340, -0.87478], [0.47815, -1.10083, -1.89480], [-0.06910, 1.20897, -1.31613], [0.10340, 0.53995, 3.72097], [-1.41110, -0.06787, 2.85665], [0.72013, 1.42194, 1.32583], [-0.51764, -1.34062, 0.63786], [0.23125, -2.11524, -1.57895], [1.51659, -1.21207, -2.20242], [-0.06515, -0.95984, -2.83817], [-0.70449, 1.31356, -2.07945], [-0.05922, 1.89710, -0.58017]], "atomic_forces_ev_per_a": [[0.5, -0.3, 0.6], [-0.9, 1.0, -0.8], [-1.5, -1.3, -1.0], [0.4, 1.7, 1.1], [-1.4, -1.5, -1.0], [1.5, -0.5, 0.1], [-0.6, 1.1, -0.3], [0.2, -1.0, 0.1], [1.1, -0.6, 0.7], [1.3, 0.0, 0.4], [-0.2, 0.0, 0.2], [0.3, 0.9, 0.5], [0.0, 0.1, 0.1], [0.0, 0.4, -0.3], [-0.7, 0.1, -0.3]], "smiles": "C=C/C=C(/C)N", "charge": 0, "homo_lumo_gap_ev": 7.83, "multiplicity": 1}


Record 6
{"formula": "C5H9N", "method": "ωB97M-V/def2-TZVPD", "species": ["C", "C", "C", "C", "C", "N", "H", "H", "H", "H", "H", "H", "H", "H", "H"], "xyz": [[-0.66064, 1.59651, -0.09448], [-0.44627, 0.16104, 0.38322], [-0.50119, -0.86323, -0.76515], [0.95788, -0.07936, 1.00894], [1.62563, -1.25742, 0.32056], [0.76100, -1.60617, -0.60418], [-0.58459, 2.30007, 0.74189], [-1.64563, 1.73213, -0.55840], [0.10297, 1.87071, -0.83392], [-1.22289, -0.08555, 1.11671], [-0.52641, -0.38782, -1.75352], [-1.35481, -1.54541, -0.69795], [0.96871, -2.36699, -1.24009], [0.91519, -0.26540, 2.08893], [1.61105, 0.79692, 0.88743]], "atomic_forces_ev_per_a": [[0.0, 0.0, 0.0], [0.0, -0.1, 0.0], [-0.1, 0.1, 0.0], [0.0, 0.0, 0.1], [-0.5, 0.1, -0.2], [0.3, -0.1, 0.1], [0.0, -0.1, -0.1], [0.2, 0.0, 0.1], [-0.1, 0.0, 0.1], [0.1, 0.0, -0.1], [0.0, 0.0, 0.1], [0.1, 0.1, 0.0], [0.0, 0.1, 0.1], [0.0, 0.0, -0.2], [-0.1, -0.1, 0.0]], "charge": 0, "homo_lumo_gap_ev": 9.10, "multiplicity": 1}


Record 7
{"formula": "C5H9N", "method": "ωB97M-V/def2-TZVPD", "species": ["C", "C", "C", "C", "N", "C", "H", "H", "H", "H", "H", "H", "H", "H", "H"], "xyz": [[-2.22515, 0.17552, 0.25105], [-1.03436, -0.68597, -0.15218], [0.26656, -0.37561, 0.60097], [1.18756, 0.64910, 0.00177], [1.54197, 1.79444, -0.27895], [2.59015, 0.34553, -0.63930], [-2.40826, 0.09173, 1.32883], [-2.05243, 1.23085, 0.01549], [-3.13328, -0.15012, -0.26877], [-1.25927, -1.73857, 0.05226], [-0.85266, -0.61161, -1.23140], [0.08163, -0.24291, 1.67971], [0.95500, -1.20813, 0.47095], [2.78900, 0.29551, -1.71829], [3.55355, 0.43024, -0.11215]], "atomic_forces_ev_per_a": [[0.0, 0.1, 0.0], [0.1, 0.0, -0.1], [0.2, -0.1, -0.1], [2.3, -0.9, -0.8], [0.8, -1.3, -0.2], [-1.3, 2.3, 0.3], [0.0, 0.0, -0.2], [0.0, -0.1, 0.0], [0.2, 0.1, 0.1], [-0.1, 0.1, -0.1], [0.0, 0.0, 0.1], [0.1, 0.3, -0.4], [-0.4, -0.5, 0.5], [-0.8, 0.0, 0.4], [-0.9, 0.1, 0.4]], "smiles": "CCCC1=NC1", "charge": 0, "homo_lumo_gap_ev": 10.14, "multiplicity": 1}


Record 8
{"formula": "C5H9N", "method": "ωB97M-V/def2-TZVPD", "species": ["C", "C", "C", "C", "C", "N", "H", "H", "H", "H", "H", "H", "H", "H", "H"], "xyz": [[0.66232, 0.15618, -2.33198], [0.05015, -0.59948, -1.42860], [-0.03174, -0.31038, 0.01914], [0.15236, -1.43548, 1.00426], [-0.40765, 0.90573, 0.40814], [-0.51494, 1.25041, 1.79171], [1.26191, 1.03655, -2.12656], [0.74991, -0.17208, -3.35879], [-0.39356, -1.54435, -1.72493], [-0.64292, -1.44277, 1.74737], [1.11627, -1.39524, 1.50028], [0.07221, -2.36946, 0.45898], [-0.69385, 1.73891, -0.21250], [0.36340, 1.11180, 2.29006], [-0.79737, 2.21537, 1.88819]], "atomic_forces_ev_per_a": [[0.5, -0.2, -0.5], [0.3, 0.0, 0.6], [-0.5, 0.3, -0.7], [-0.3, 0.1, -0.5], [0.1, 0.4, 1.6], [0.4, 0.0, -0.4], [-0.3, 0.0, 0.4], [-0.3, 0.0, -0.1], [0.0, 0.0, -0.2], [0.0, 0.2, 0.2], [0.2, -0.1, 0.1], [0.2, -0.3, 0.0], [0.0, -0.3, -0.7], [-0.4, -0.1, 0.0], [0.1, -0.1, 0.2]], "smiles": "C=C/C(C)=C/N", "charge": 0, "homo_lumo_gap_ev": 9.04, "multiplicity": 1}


Record 9
{"formula": "C5H9N", "method": "ωB97M-V/def2-TZVPD", "species": ["C", "C", "C", "N", "C", "C", "H", "H", "H", "H", "H", "H", "H", "H", "H"], "xyz": [[1.81878, -1.25096, 1.71712], [1.27882, -1.42062, 0.49202], [-0.16453, -0.95483, 0.31082], [-0.36205, 0.51561, -0.00360], [-0.89472, 0.91800, -1.20788], [-1.59610, 2.05391, -1.41138], [2.95622, -1.37388, 2.02565], [1.28147, -0.86698, 2.55123], [1.87300, -1.40852, -0.34528], [-0.58271, -1.67420, -0.43624], [-0.66153, -0.85555, 1.36198], [-0.61009, 1.18194, 0.67894], [-0.96504, 0.12890, -1.88652], [-0.99624, 2.95580, -1.18325], [-2.41415, 2.23020, -2.14552]], "atomic_forces_ev_per_a": [[2.8, -0.6, -0.6], [-1.0, 2.6, 3.6], [-0.4, 1.5, 2.1], [1.4, -1.0, -2.8], [-1.7, -0.4, 1.0], [1.1, 1.7, -1.0], [-2.4, 0.1, -1.2], [-0.9, -0.1, 0.5], [1.4, -0.9, -2.0], [-0.7, 1.2, 0.7], [0.6, -1.7, -1.8], [0.0, 0.0, 1.4], [-0.5, -1.6, -1.0], [-1.1, -0.1, 1.0], [1.3, -0.6, 0.1]], "smiles": "C=CCNC=C", "charge": 0, "homo_lumo_gap_ev": 8.68, "multiplicity": 1}


Record 10
{"formula": "C5H9N", "method": "ωB97M-V/def2-TZVPD", "species": ["C", "C", "C", "C", "C", "N", "H", "H", "H", "H", "H", "H", "H", "H", "H"], "xyz": [[-0.44132, 1.50419, -0.31050], [-0.46847, 0.12196, 0.35007], [-0.71928, -1.00427, -0.67216], [0.86611, -0.12607, 1.14037], [1.77273, -0.75873, 0.17244], [1.62670, -1.36165, -0.82262], [-0.26470, 2.30615, 0.41684], [-1.38549, 1.72352, -0.82213], [0.36153, 1.53954, -1.05401], [-1.24811, 0.12760, 1.13581], [-1.35758, -0.67627, -1.48518], [-1.12963, -1.89470, -0.17432], [0.40351, -1.43960, -1.40582], [0.72312, -0.85273, 1.94758], [1.26091, 0.79106, 1.58365]], "atomic_forces_ev_per_a": [[0.1, 0.0, -0.1], [0.2, -0.3, -0.4], [0.5, -0.5, -1.0], [0.1, 0.0, 0.1], [-0.5, -0.3, -0.5], [3.2, 0.0, 0.6], [0.0, -0.2, -0.1], [0.2, -0.1, 0.1], [-0.1, 0.1, 0.0], [0.2, -0.2, -0.4], [-0.5, 0.1, 0.1], [0.1, 0.1, -0.3], [-3.3, 1.3, 2.0], [0.0, 0.1, -0.1], [-0.1, -0.1, -0.1]], "charge": 0, "homo_lumo_gap_ev": 10.00, "multiplicity": 1}


Record 11
{"formula": "C5H9N", "method": "ωB97M-V/def2-TZVPD", "species": ["C", "C", "C", "C", "N", "C", "H", "H", "H", "H", "H", "H", "H", "H", "H"], "xyz": [[0.68863, 2.53730, 1.76003], [0.24845, 1.31869, 1.54992], [-0.10483, 0.79667, 0.21801], [-0.02329, -0.53832, -0.04146], [-0.84944, -1.13264, -1.02373], [-0.24020, -2.25373, -1.70150], [0.95920, 2.93984, 2.74563], [0.79410, 3.28734, 0.98771], [0.22370, 0.82381, 2.52449], [-0.64369, 1.50322, -0.39837], [0.67308, -1.24711, 0.40520], [-1.39335, -0.50126, -1.59361], [-0.83302, -3.10266, -1.30307], [-0.28501, -2.02590, -2.78716], [0.78568, -2.40524, -1.34211]], "atomic_forces_ev_per_a": [[0.5, 2.1, 0.3], [0.9, 0.1, 0.4], [0.1, -1.5, 1.7], [-1.7, 1.4, -1.6], [1.7, 0.9, 1.2], [-0.9, -0.4, 0.2], [-0.3, -0.5, -0.3], [0.0, -0.1, -0.4], [-0.3, -1.1, -0.8], [-0.2, -0.3, -0.3], [-0.4, 0.3, 0.5], [0.2, 0.1, 0.1], [0.5, -0.3, -1.3], [0.2, -1.0, 0.6], [-0.2, 0.1, -0.5]], "smiles": "C=C/C=C/NC", "charge": 0, "homo_lumo_gap_ev": 8.68, "multiplicity": 1}


Record 12
{"formula": "C5H9N", "method": "ωB97M-V/def2-TZVPD", "species": ["C", "C", "C", "C", "C", "N", "H", "H", "H", "H", "H", "H", "H", "H", "H"], "xyz": [[-2.57296, 0.70510, 0.17913], [-1.86590, -0.58630, -0.38590], [-0.43290, -0.52320, -0.13970], [0.75037, -0.39792, 0.12920], [2.19994, -0.26546, 0.51147], [2.83143, 0.55057, -0.51456], [-2.26324, 1.65431, -0.33677], [-2.32530, 0.84320, 1.24602], [-3.60258, 0.60421, 0.08402], [-2.22433, -1.48451, 0.13728], [-2.09755, -0.77287, -1.41981], [2.44811, 0.21815, 1.53427], [2.61049, -1.30287, 0.61851], [2.72420, 0.04550, -1.24104], [3.82020, 0.71210, -0.40214]], "atomic_forces_ev_per_a": [[2.3, 0.2, -0.2], [-0.3, 0.6, 1.2], [2.3, 0.3, 0.2], [-0.9, 0.0, 0.7], [0.1, 0.1, 1.6], [0.8, 3.7, 5.7], [-0.1, -1.1, 0.3], [-0.1, -0.2, -0.5], [-2.0, -0.1, -0.2], [-0.2, 0.3, 0.0], [0.0, 0.2, -0.6], [-1.2, -0.7, -1.5], [-0.2, 0.6, -0.3], [-0.8, -3.8, -7.1], [0.1, -0.1, 0.5]], "smiles": "CCC#CCN", "charge": 0, "homo_lumo_gap_ev": 10.29, "multiplicity": 1}


Record 13
{"formula": "C5H9N", "method": "ωB97M-V/def2-TZVPD", "species": ["C", "C", "C", "C", "C", "N", "H", "H", "H", "H", "H", "H", "H", "H", "H"], "xyz": [[0.42748, 2.43356, 0.75278], [-0.30236, 1.47039, 0.53144], [-1.09865, 0.38359, -0.00763], [-0.78333, -1.01715, 0.50610], [0.63144, -1.30738, 0.01721], [0.87046, -1.20084, -1.44095], [1.22024, 3.09216, 1.18754], [-2.08435, 0.64005, 0.23653], [-1.03696, 0.35919, -1.15422], [-0.83384, -0.99583, 1.57402], [-1.42978, -1.68125, -0.02931], [1.34521, -0.68598, 0.60022], [0.95962, -2.37273, 0.25799], [1.80950, -1.56108, -1.65727], [0.70965, -0.16671, -1.72832]], "atomic_forces_ev_per_a": [[0.0, -1.3, 0.8], [2.3, 2.2, -0.2], [0.2, 0.0, -1.6], [1.5, 1.1, -1.8], [2.1, -1.8, 0.7], [-1.0, 2.0, 0.1], [-1.5, -0.8, -0.9], [-1.8, 0.2, 0.1], [-0.2, 0.3, 1.6], [-0.2, -0.6, 0.6], [-0.8, -0.6, 0.3], [-0.4, 0.0, -0.2], [-0.7, 1.1, 0.0], [-0.7, 0.8, 0.0], [1.1, -2.5, 0.4]], "smiles": "C#CCCCN", "charge": 0, "homo_lumo_gap_ev": 10.25, "multiplicity": 1}


Record 14
{"formula": "C5H9N", "method": "ωB97M-V/def2-TZVPD", "species": ["C", "C", "C", "C", "C", "N", "H", "H", "H", "H", "H", "H", "H", "H", "H"], "xyz": [[0.18217, -1.45846, 0.63616], [0.28966, 0.07047, 0.51030], [1.24242, 0.45142, -0.64909], [-1.13026, 0.72366, 0.38412], [-1.51031, 0.87782, -1.02286], [-1.65079, 0.99882, -2.16170], [-0.71112, -1.76224, 1.19209], [1.05207, -1.86723, 1.16338], [0.14468, -1.93592, -0.34942], [0.70782, 0.45626, 1.44770], [1.79532, -0.42490, -1.00486], [1.97208, 1.21828, -0.37618], [0.68731, 0.82198, -1.51349], [-1.18230, 1.71526, 0.85194], [-1.88875, 0.11480, 0.89192]], "atomic_forces_ev_per_a": [[-0.1, 0.0, 0.0], [0.0, 0.0, 0.0], [0.1, 0.0, 0.0], [0.0, 0.0, -0.1], [-0.1, 0.0, -0.6], [-0.2, -0.1, 0.7], [0.1, 0.0, 0.0], [-0.1, 0.1, -0.2], [-0.1, 0.1, 0.1], [-0.1, -0.1, -0.1], [0.0, 0.1, 0.2], [-0.1, -0.1, 0.1], [0.2, 0.0, 0.1], [0.2, -0.2, -0.2], [0.2, 0.1, -0.1]], "smiles": "CC(C)CC#N", "charge": 0, "homo_lumo_gap_ev": 12.38, "multiplicity": 1}


Record 15
{"formula": "C5H9N2", "method": "ωB97M-V/def2-TZVPD", "species": ["C", "N", "C", "N", "C", "C", "C", "H", "H", "H", "H", "H", "H", "H", "H", "H"], "xyz": [[0.27866, 1.67385, -1.39792], [-0.20746, 0.45339, -0.83054], [-0.32697, -0.82858, -0.74237], [-0.82096, -1.89311, -1.31226], [-0.01256, -0.25906, 0.51159], [-0.44087, -0.13313, 1.93396], [1.05873, -0.26714, 1.52405], [1.08678, 1.93453, -0.80527], [0.57695, 1.71533, -2.41075], [-0.51678, 2.48029, -1.51006], [-0.96160, -2.74627, -0.80889], [-1.16370, -1.85276, -2.27623], [-1.23003, -0.79769, 2.30773], [-0.58520, 0.90478, 2.35085], [1.48920, 0.74455, 1.81123], [1.77582, -1.12897, 1.65490]], "atomic_forces_ev_per_a": [[-2.5, 1.5, -0.9], [0.0, -1.0, 0.5], [-1.3, -0.3, 0.0], [0.1, 0.6, -1.5], [0.8, 1.6, 0.9], [-0.8, 1.2, -0.3], [1.0, 0.1, 0.9], [1.4, 1.1, 1.1], [0.7, -1.3, -1.2], [0.7, -1.0, 1.2], [0.1, -0.2, 0.3], [0.3, -0.1, 0.5], [1.0, -0.3, 0.1], [-0.1, -1.2, -0.8], [-0.2, -1.5, -0.9], [-1.2, 0.9, 0.0]], "smiles": "CN1C(=[NH2+])C12CC2", "charge": 1, "homo_lumo_gap_ev": 10.83, "multiplicity": 1}